{"formula": "C31H42InN4O3Si", "method": "wB97M-V/def2-TZVPD", "fmax_ev_per_a": 0.174, "lumo_energy_ev": -3.40, "homo_energy_ev": -10.4521, "gap_ev": 7.0520, "de_lowest_kj_mol": 0.00, "charge": 1, "species": ["In", "C", "O", "C", "C", "C", "C", "C", "C", "N", "N", "C", "C", "O", "C", "C", "C", "C", "C", "C", "C", "C", "H", "H", "H", "H", "H", "H", "H", "H", "H", "H", "H", "H", "H", "C", "Si", "C", "C", "C", "C", "C", "C", "C", "C", "H", "H", "H", "H", "H", "H", "H", "H", "H", "H", "H", "H", "H", "H", "H", "H", "H", "H", "H", "H", "H", "N", "C", "N", "C", "C", "O", "C", "C", "H", "H", "H", "H", "H", "H", "H", "H"], "xyz": [[-0.1669, -0.0705, -0.8701], [1.7356, 2.9840, -1.6172], [1.6312, 1.8199, -0.8012], [2.7930, 1.2722, -0.3183], [4.0622, 1.7378, -0.6120], [5.1651, 1.0967, -0.0589], [5.0059, 0.0050, 0.7789], [3.7314, -0.4558, 1.0725], [2.6245, 0.1757, 0.5297], [1.2917, -0.2715, 0.7832], [1.1162, -0.6770, 1.9718], [-0.0352, -1.2147, 2.4379], [-1.1622, -1.5802, 1.6527], [-1.2881, -1.3235, 0.3995], [-2.2297, -2.2965, 2.2869], [-2.2005, -2.5756, 3.6090], [-1.1096, -2.1776, 4.4470], [-1.1195, -2.4525, 5.8268], [-0.0721, -2.0661, 6.6223], [1.0156, -1.3945, 6.0473], [1.0457, -1.1166, 4.7012], [-0.0185, -1.5051, 3.8678], [2.1950, 3.7989, -1.0561], [2.3193, 2.7827, -2.5174], [0.7195, 3.2532, -1.8897], [4.2070, 2.5906, -1.2589], [6.1562, 1.4602, -0.2940], [5.8699, -0.4919, 1.1971], [3.5762, -1.3110, 1.7161], [-3.0553, -2.5952, 1.6547], [-3.0246, -3.1141, 4.0631], [-1.9689, -2.9762, 6.2484], [-0.0810, -2.2786, 7.6824], [1.8450, -1.0894, 6.6720], [1.8906, -0.5974, 4.2726], [-0.3933, 1.4797, -4.0886], [-0.3647, -0.2763, -3.4287], [-2.0520, -1.0993, -3.7092], [-2.2240, -1.4373, -5.1969], [-2.2411, -2.3691, -2.8716], [-3.1308, -0.0860, -3.2999], [1.1950, -1.1666, -4.0474], [1.3363, -0.9200, -5.5583], [1.1504, -2.6729, -3.7785], [2.4236, -0.5832, -3.3401], [-0.7523, 1.4806, -5.1210], [0.6048, 1.9201, -4.0896], [-1.0524, 2.1268, -3.5086], [-1.5449, -2.2305, -5.5140], [-2.0605, -0.5711, -5.8427], [-3.2439, -1.7897, -5.3767], [-1.5060, -3.1389, -3.1037], [-3.2305, -2.7910, -3.0743], [-2.1920, -2.1629, -1.7994], [-3.1065, 0.8163, -3.9131], [-3.0338, 0.2149, -2.2509], [-4.1203, -0.5374, -3.4149], [0.4908, -1.3160, -6.1226], [2.2381, -1.4181, -5.9265], [1.4311, 0.1423, -5.7917], [0.3630, -3.1673, -4.3483], [0.9951, -2.8973, -2.7188], [2.1014, -3.1263, -4.0735], [2.4912, 0.5039, -3.4431], [3.3363, -1.0070, -3.7695], [2.4322, -0.8245, -2.2736], [-1.1771, 1.6662, 0.2429], [-1.3135, 1.8755, 1.3787], [-1.4580, 2.1319, 2.6390], [-0.5303, 3.0109, 3.3702], [-1.3495, 3.9395, 4.2497], [-2.2130, 3.1959, 5.0847], [-3.1615, 2.4649, 4.3324], [-2.4689, 1.4363, 3.4564], [0.0730, 3.5658, 2.6539], [0.1227, 2.3880, 3.9866], [-1.9283, 4.6331, 3.6268], [-0.6926, 4.5135, 4.9004], [-3.7590, 3.1458, 3.7133], [-3.8174, 1.9673, 5.0442], [-3.1720, 0.9309, 2.7966], [-1.9593, 0.6923, 4.0731]], "atomic_forces_ev_per_a": [[-0.0332, 0.1178, 0.0331], [-0.0053, 0.0312, 0.0151], [0.0107, -0.0021, -0.0427], [-0.0056, -0.0370, 0.0062], [0.0185, 0.0064, -0.0173], [0.0111, -0.0005, 0.0096], [-0.0060, 0.0146, -0.0057], [-0.0076, 0.0078, -0.0013], [-0.0076, -0.0516, 0.0512], [0.0882, 0.0547, -0.0622], [-0.1408, -0.0258, 0.0086], [0.1282, 0.0447, -0.0259], [-0.0380, 0.0674, -0.0125], [0.0069, -0.1574, -0.0539], [-0.0328, 0.0153, 0.0257], [0.0198, 0.0138, -0.0091], [0.0018, -0.0008, -0.0098], [-0.0162, 0.0058, -0.0162], [0.0219, 0.0074, -0.0045], [-0.0169, -0.0045, 0.0234], [-0.0164, 0.0012, -0.0110], [-0.0160, 0.0162, 0.0197], [0.0052, -0.0072, -0.0014], [-0.0144, -0.0070, 0.0068], [-0.0034, 0.0035, 0.0042], [-0.0055, -0.0028, 0.0010], [0.0028, -0.0026, 0.0014], [-0.0001, -0.0028, 0.0018], [0.0096, -0.0069, 0.0017], [0.0003, -0.0026, 0.0054], [0.0013, -0.0009, 0.0025], [0.0008, 0.0004, 0.0036], [0.0013, 0.0021, 0.0016], [0.0028, -0.0004, 0.0002], [0.0109, 0.0024, -0.0044], [0.0218, 0.0090, -0.0177], [-0.0100, -0.0306, 0.1251], [-0.0067, 0.0119, 0.0009], [0.0054, -0.0086, -0.0001], [-0.0246, 0.0208, -0.0028], [0.0106, 0.0063, 0.0060], [-0.0137, 0.0027, -0.0223], [0.0111, -0.0152, 0.0038], [0.0042, 0.0059, 0.0049], [0.0120, 0.0332, -0.0124], [-0.0006, 0.0040, -0.0019], [-0.0027, -0.0002, -0.0147], [-0.0094, -0.0038, -0.0055], [-0.0011, 0.0003, 0.0005], [-0.0049, 0.0027, -0.0023], [0.0000, -0.0016, -0.0017], [0.0171, -0.0067, -0.0028], [0.0011, -0.0003, -0.0011], [0.0067, -0.0133, 0.0023], [-0.0024, -0.0053, -0.0056], [-0.0030, 0.0036, 0.0021], [-0.0003, -0.0051, -0.0001], [0.0047, 0.0070, 0.0007], [-0.0011, 0.0006, -0.0010], [0.0024, 0.0013, -0.0011], [-0.0097, -0.0015, 0.0010], [-0.0027, -0.0042, 0.0007], [-0.0006, -0.0068, 0.0026], [-0.0119, -0.0052, 0.0019], [-0.0031, 0.0017, -0.0093], [0.0112, -0.0018, 0.0389], [-0.0775, -0.0235, -0.0668], [0.1644, -0.0215, 0.0517], [-0.1419, 0.0493, -0.0376], [0.0551, -0.0312, 0.0191], [0.0001, -0.0039, -0.0058], [-0.0080, -0.0030, 0.0131], [-0.0002, -0.0011, -0.0023], [0.0191, -0.0309, 0.0137], [-0.0075, 0.0068, -0.0050], [0.0065, -0.0131, -0.0050], [-0.0002, 0.0000, -0.0003], [0.0034, 0.0029, -0.0064], [0.0004, -0.0005, 0.0027], [-0.0025, -0.0005, -0.0062], [-0.0103, 0.0024, -0.0094], [0.0232, -0.0325, 0.0106]]}